# C5H8N2O2

One molecule with the formula C5H8N2O2 (ωB97M-V with the def2-TZVPD basis set, the Open Molecules 2025 dataset).

```
17
Properties=species:S:1:pos:R:3:forces:R:3
H 0.199472 -2.010220 -1.064143 0.09 0.20 0.07
N -0.584060 -1.447375 -0.757842 -0.09 -0.29 -0.08
C -0.279792 -0.309584 -0.269116 0.15 0.00 -0.25
N -1.263562 0.530657 0.170956 0.15 0.22 0.10
C -2.658588 0.301686 0.149278 0.23 0.25 0.16
O -3.392172 1.149814 0.570218 -0.28 0.17 0.08
O -3.026965 -0.853065 -0.340285 -0.23 -0.37 -0.16
C 1.109030 0.213208 -0.102466 0.07 -0.15 0.07
C 1.667472 0.965980 -1.036254 -0.11 0.00 -0.05
C 1.782909 -0.208488 1.166991 0.03 0.03 -0.01
H -0.990797 1.431987 0.537840 -0.14 -0.14 -0.08
H -2.215733 -1.377063 -0.626658 -0.02 0.08 0.05
H 2.675844 1.330954 -0.937691 0.20 0.04 0.10
H 1.140961 1.240505 -1.934736 -0.15 0.03 -0.16
H 1.223996 0.156798 2.028547 0.01 -0.02 0.11
H 2.796672 0.180005 1.210869 0.06 0.02 0.04
H 1.815314 -1.295800 1.234491 0.02 -0.05 0.05
```
Positions in Å, forces in eV/Å.

Computed properties:
- charge = 0
- SMILES = [H]/N=C(/NC(=O)O)C(=C)C
- orbital gap (eV) = 10.7145
- relative energy (zero: lowest compared OMol25 entry of this formula, charge and spin) (kJ/mol) = 53.9

# C2H2MgO2Rb

C2H2MgO2Rb as an isolated structure (ωB97M-V with the def2-TZVPD basis set, the Open Molecules 2025 dataset).

```
8
Properties=species:S:1:pos:R:3:forces:R:3
O -0.948768 1.024463 0.323885 -0.82 0.02 0.36
C 0.316203 0.597587 0.615428 0.26 -0.35 -0.73
C 0.636774 -0.667844 0.239350 -0.01 0.73 -0.25
O -0.333274 -1.395985 -0.375989 -0.65 -0.52 0.18
Rb -0.384529 0.885374 -2.620744 0.30 -0.06 0.37
Mg -1.948194 -0.648080 0.406679 1.67 0.44 -0.11
H 1.027452 1.301923 1.052270 -0.36 -0.20 0.09
H 1.634336 -1.097438 0.359121 -0.39 -0.05 0.09
```
Positions in Å, forces in eV/Å.

Computed properties:
- charge = +1
- orbital gap (eV) = 5.3859
- relative energy (zero: lowest compared OMol25 entry of this formula, charge and spin) (kJ/mol) = 0.0

# C4H30N2O10

A 11-piece molecular cluster, C4H30N2O10 overall (ωB97M-V with the def2-TZVPD basis set, the Open Molecules 2025 dataset).

```
46
Properties=species:S:1:pos:R:3:forces:R:3
N -0.393788 -0.588374 -3.221086 -0.54 0.56 1.35
C -0.130163 -0.808355 -1.879340 1.04 -1.30 -1.09
C 0.324903 -1.953468 -1.346101 -0.23 0.45 1.35
C 0.973190 -1.819953 0.023568 0.96 -0.62 -0.34
C 1.447323 -3.132549 0.685039 -0.70 0.47 0.62
N 2.010090 -4.119240 -0.192848 0.25 -0.63 0.31
H -0.295514 -1.321669 -3.897879 0.06 0.25 -0.05
H -0.514708 0.380045 -3.456718 -0.11 -0.17 -0.56
H -0.091469 0.042430 -1.213142 -0.37 0.36 -0.43
H 0.450530 -2.925155 -1.794218 -0.09 0.05 -0.72
H 0.340994 -1.308098 0.746268 0.11 0.35 -0.08
H 1.917808 -1.271895 -0.168130 -0.41 0.21 0.47
H 0.621490 -3.555052 1.284278 0.09 -0.27 -0.54
H 2.165045 -2.854582 1.472815 0.13 -0.02 -0.25
H 1.421070 -4.882623 -0.476313 -0.07 0.14 -0.05
H 2.600358 -3.792666 -0.936363 -0.03 0.16 -0.07
O 2.818339 3.182098 -0.121336 -0.53 0.43 0.77
H 2.320578 3.087745 0.731535 0.36 -0.45 -0.47
H 2.581922 4.092314 -0.326040 0.29 0.15 -0.39
O -0.180476 2.854951 -2.445550 -0.14 0.20 0.75
H -0.279021 2.901418 -1.474247 0.07 -0.12 -0.62
H 0.717689 2.466953 -2.535674 -0.30 -0.22 -0.09
O -2.264732 -3.548184 -0.285932 0.49 0.18 -0.96
H -1.350805 -3.815963 -0.467026 0.02 -0.33 0.62
H -2.305659 -2.921709 -1.028794 -0.59 0.11 0.18
O -2.032781 -1.488003 1.523400 -0.01 0.64 0.21
H -2.275625 -2.214937 0.921810 0.19 0.16 0.01
H -1.976961 -0.649986 1.017337 -0.30 -0.66 -0.03
O 2.148663 1.573466 -2.209398 0.37 0.41 0.01
H 2.335334 0.669853 -1.943519 -0.04 0.00 0.05
H 2.499003 2.173914 -1.506114 -0.07 -0.56 -0.06
O -0.255487 -1.334262 3.615264 -0.71 -0.08 -0.37
H 0.382039 -1.757017 3.029531 0.23 0.12 0.17
H -1.078892 -1.432633 3.078035 0.29 -0.09 0.13
O 1.228484 3.073340 2.100605 -1.09 0.28 0.91
H 0.940598 2.439297 2.794247 0.38 -0.40 -0.28
H 0.569567 3.764268 2.292734 0.53 0.02 -0.48
O -0.082184 1.389426 3.966026 -0.18 -0.01 -0.41
H -0.430317 1.711017 4.796540 -0.09 -0.04 0.21
H -0.392294 0.461682 3.849960 0.60 0.17 0.15
O -2.955480 3.141373 -1.543281 -0.10 0.02 0.18
H -2.935772 4.085344 -1.328241 0.22 -0.39 -0.39
H -2.204463 2.922730 -2.126360 -0.18 0.43 0.17
O -1.923209 1.058505 0.043870 -0.16 0.63 0.78
H -1.527699 1.490261 0.813851 0.43 -0.30 0.07
H -2.636640 1.703323 -0.116218 -0.04 -0.31 -0.70
```
Positions in Å, forces in eV/Å.

Computed properties:
- charge = 0
- SMILES = N/C=C/CCN.O.O.O.O.O.O.O.O.O.O
- orbital gap (eV) = 7.8926
- relative energy (zero: lowest compared OMol25 entry of this formula, charge and spin) (kJ/mol) = 140.9

# C41H44ClLuN2P2S

C41H44ClLuN2P2S as an isolated structure (ωB97M-V with the def2-TZVPD basis set, the Open Molecules 2025 dataset).

```
92
Properties=species:S:1:pos:R:3:forces:R:3
Lu -0.026352 0.263950 -0.570960 -1.72 -0.61 -1.51
Cl -2.062758 -0.717071 -1.525877 0.37 0.20 0.23
P 0.998990 -1.897801 -2.297782 0.29 -0.39 -0.39
P -2.073559 1.549080 0.977390 -0.54 0.72 -0.03
C 2.711066 -2.282699 -1.840887 0.49 -0.10 0.11
C 1.131089 -1.280155 -4.002103 -0.37 0.35 -0.33
C 0.129672 -3.500082 -2.386006 -0.29 -0.21 0.44
C -3.270018 0.772601 2.093907 -0.33 -0.89 0.00
C -1.214309 2.725120 2.058758 0.26 0.46 0.13
C -3.027142 2.547467 -0.238648 0.40 0.00 -0.18
C 3.104345 -3.535037 -1.345309 0.04 0.45 -0.04
C 4.372927 -3.684737 -0.778308 0.19 0.20 0.06
C 5.248664 -2.595106 -0.701720 -0.36 -0.04 -0.09
C 4.871021 -1.359174 -1.247084 0.06 -0.03 0.00
C 3.622003 -1.208165 -1.845640 -0.03 -0.48 0.56
H 2.419651 -4.382040 -1.398155 0.18 0.24 0.08
H 4.672442 -4.653085 -0.370725 -0.08 0.31 -0.19
H 6.222072 -2.707994 -0.222042 -0.28 0.03 -0.19
H 5.551893 -0.505880 -1.192618 -0.14 -0.33 -0.12
H 3.338853 -0.256791 -2.300437 0.07 -0.12 0.09
C -0.269592 -4.067026 -1.156649 -0.13 0.14 -0.48
C -1.006739 -5.246171 -1.137111 0.07 -0.08 -0.18
C -1.314421 -5.900769 -2.337669 0.15 0.33 -0.03
C -0.905323 -5.350183 -3.556453 0.00 -0.03 0.17
C -0.188591 -4.150757 -3.588846 0.05 0.19 0.35
H -0.009335 -3.567376 -0.218938 -0.14 -0.12 -0.21
H -1.353659 -5.650377 -0.187493 0.14 0.02 -0.22
H -1.875940 -6.835784 -2.321630 0.13 0.31 -0.01
H -1.159577 -5.849806 -4.492785 0.11 0.14 0.29
H 0.118582 -3.719186 -4.542497 -0.13 -0.11 0.24
C 2.191063 -1.575438 -4.872176 -0.21 0.22 -0.05
C 2.245209 -0.956453 -6.127190 -0.16 0.07 0.03
C 1.261190 -0.034305 -6.508496 0.00 -0.10 0.30
C 0.196816 0.249509 -5.640604 0.14 -0.07 -0.36
C 0.106566 -0.403046 -4.418341 0.47 0.08 0.16
H 2.972382 -2.276272 -4.575716 -0.18 0.22 -0.05
H 3.070601 -1.182897 -6.807366 -0.31 0.06 0.25
H 1.318587 0.462586 -7.480320 0.02 -0.18 0.36
H -0.562923 0.982171 -5.919733 0.19 -0.31 -0.01
H -0.753691 -0.226893 -3.767306 0.23 -0.01 -0.20
C -1.030964 4.066619 1.689786 0.18 -0.34 0.21
C -0.174291 4.874268 2.437530 0.20 -0.01 0.18
C 0.474768 4.365228 3.567911 -0.05 -0.03 -0.07
C 0.247357 3.041192 3.967380 0.02 0.18 -0.02
C -0.587956 2.221926 3.213502 0.14 0.11 -0.16
H -1.550726 4.465238 0.819558 0.14 -0.05 0.18
H -0.003821 5.906682 2.132717 -0.09 -0.23 0.13
H 1.153335 5.004161 4.143791 -0.34 -0.23 -0.21
H 0.715518 2.652449 4.877266 -0.18 0.18 -0.31
H -0.763538 1.188523 3.523490 0.03 0.26 -0.10
C -3.665185 -0.540186 1.759496 0.21 0.24 0.22
C -4.482212 -1.268985 2.616161 -0.25 0.13 0.26
C -4.971558 -0.677774 3.791155 0.26 0.10 -0.25
C -4.618937 0.641009 4.106587 0.01 -0.09 -0.15
C -3.769091 1.368516 3.265045 0.05 -0.21 -0.09
H -3.310069 -0.980392 0.826666 -0.09 0.01 0.30
H -4.737526 -2.303058 2.375238 0.01 0.37 0.04
H -5.625560 -1.247503 4.456945 0.27 0.23 -0.23
H -4.997281 1.100681 5.024368 0.13 -0.14 -0.39
H -3.491021 2.388999 3.529936 -0.03 -0.25 -0.04
C -4.372575 2.902035 -0.059585 0.36 0.00 -0.18
C -5.030362 3.639041 -1.050386 0.25 -0.04 -0.09
C -4.360802 3.997242 -2.224960 0.04 -0.17 0.29
C -3.027197 3.619316 -2.414734 0.11 0.10 -0.01
C -2.351216 2.919289 -1.423162 -0.75 -0.09 0.46
H -4.899225 2.600822 0.847853 0.14 0.08 -0.28
H -6.071663 3.924698 -0.906328 0.27 -0.07 -0.05
H -4.877111 4.571880 -2.993632 0.13 -0.21 0.19
H -2.507863 3.869138 -3.337526 -0.16 0.05 0.17
H -1.289552 2.667724 -1.577465 -0.26 0.02 0.03
H -4.309545 -3.319631 -0.876972 0.01 0.23 -0.22
H -4.251004 -2.766139 -1.382286 -0.03 -0.26 0.24
C 2.024676 1.916844 0.344700 0.58 -0.14 0.82
N 2.607025 1.534253 1.650520 -0.69 -0.74 -0.33
C 3.473028 2.528762 2.271966 0.38 0.78 -0.09
C 2.227509 0.363659 2.230317 -0.54 -0.11 0.32
S 1.189797 -0.763720 1.300466 1.22 -0.02 1.36
N 2.539718 -0.038496 3.475653 -0.57 0.51 -1.14
C 3.216872 0.670728 4.565124 0.50 0.04 0.53
C 1.959452 -1.296172 3.983841 -0.12 -0.36 -0.13
H 2.524246 2.837811 0.047870 -0.25 -0.10 -0.19
H 0.941907 2.163958 0.452759 0.30 0.05 0.07
H 2.272765 1.148317 -0.415330 -0.04 0.17 0.12
H 2.973979 3.069407 3.094340 0.20 -0.37 -0.27
H 4.426533 2.089326 2.587446 -0.31 0.14 -0.14
H 3.704194 3.278666 1.504639 0.04 -0.24 0.32
H 2.476285 0.986206 5.319677 0.26 -0.13 -0.32
H 3.874007 -0.084914 5.014002 -0.07 0.43 0.07
H 3.831030 1.521122 4.281313 -0.33 -0.34 0.02
H 0.862814 -1.274595 3.908023 0.39 -0.08 -0.01
H 2.370953 -2.138170 3.414626 -0.26 0.11 0.21
H 2.238329 -1.399934 5.034274 -0.04 0.02 -0.26
```
Positions in Å, forces in eV/Å.

Computed properties:
- charge = +2
- orbital gap (eV) = 6.9214

# C47H51N7OP2Ti

C47H51N7OP2Ti as an isolated structure (ωB97M-V with the def2-TZVPD basis set, the Open Molecules 2025 dataset).

```
109
Properties=species:S:1:pos:R:3:forces:R:3
Ti -0.049395 -0.752122 -0.109774 -1.55 0.71 0.98
C 0.322925 -3.294690 -1.788277 0.11 -0.72 -0.01
N 0.486667 -2.889741 -0.362299 0.58 0.83 0.06
C -0.371135 -3.640003 0.587331 0.48 -0.43 0.68
C -1.719289 -3.036899 0.644479 -2.16 0.04 -0.86
N -2.000308 -1.877094 0.047360 0.16 0.26 0.85
C -3.447270 -1.739820 0.082846 0.74 -0.87 -0.33
C -4.309097 -0.885929 -0.609341 -0.62 0.59 -0.60
C -5.688399 -1.189286 -0.655935 1.70 -0.30 0.88
C -6.186493 -2.304771 0.039404 0.49 0.22 0.12
C -5.341349 -3.146153 0.753973 0.33 -0.20 -0.07
C -3.958872 -2.887013 0.716268 -0.15 -0.10 -0.25
N -2.839464 -3.694834 1.047385 0.89 0.95 -0.17
C -0.275007 -2.220907 -2.625546 -0.11 1.34 -1.33
N -0.603487 -0.961218 -2.212156 0.47 -1.28 -0.14
C -1.132297 -0.327868 -3.382324 0.40 -0.23 -0.88
C -1.588241 0.946854 -3.673547 -0.33 1.67 0.76
C -1.877764 1.351893 -4.987484 -0.08 -0.69 0.91
C -1.804515 0.438581 -6.035239 0.56 -0.69 1.02
C -1.409989 -0.880028 -5.775750 0.01 0.33 -0.06
C -1.048333 -1.212707 -4.476398 0.39 -0.36 0.55
N -0.462981 -2.397205 -3.959477 -0.38 0.11 1.32
H 1.291148 -3.626945 -2.230723 -0.54 0.34 0.47
H -0.347791 -4.167309 -1.810211 0.17 0.16 -0.09
H 1.464181 -3.007067 -0.079997 -0.08 -0.13 -0.17
H -0.451297 -4.690008 0.255975 0.15 0.28 0.37
H 0.078878 -3.574875 1.592833 0.07 -0.29 -0.45
H -3.924459 -0.024222 -1.183198 -0.20 -0.55 0.39
H -6.366742 -0.561509 -1.192508 -0.17 0.28 -0.30
H -7.250172 -2.494533 -0.007914 0.03 -0.16 0.14
H -5.732350 -4.016110 1.272177 0.04 0.07 -0.10
H -2.788200 -4.630612 1.443233 -0.53 0.27 -0.07
H -1.738856 1.678314 -2.864305 0.21 -0.32 -0.36
H -2.227756 2.358485 -5.203666 0.16 -0.15 0.27
H -2.013820 0.816450 -7.005390 -0.23 -0.24 -0.83
H -1.357496 -1.634556 -6.543392 0.03 0.03 -0.26
H -0.304402 -3.301514 -4.423807 -0.19 0.79 0.06
C 2.845746 1.397193 0.289444 -0.32 -0.78 0.58
C 1.840800 2.562707 0.255951 -0.05 -0.07 -0.23
P 0.070349 2.041058 0.651004 0.52 0.81 -0.23
C -0.086567 2.778628 2.304739 -0.48 -1.03 0.74
C -1.258292 3.415646 2.751675 0.01 0.05 -0.42
C -1.239237 4.073538 3.973821 -0.75 0.21 0.31
C -0.134603 4.033601 4.811662 0.28 -0.02 -0.18
C 0.990310 3.333188 4.411022 0.76 -0.56 -0.17
C 0.997100 2.673602 3.176015 0.03 0.46 0.55
C -1.152311 3.054283 -0.235764 0.00 -0.06 -0.90
C -0.876212 4.354576 -0.686648 0.29 0.18 0.27
C -1.897295 5.156575 -1.192665 0.30 -0.87 -0.17
C -3.167967 4.628706 -1.366751 -0.20 0.49 0.35
C -3.455220 3.350045 -0.945410 0.32 -0.52 0.13
C -2.455716 2.566707 -0.393373 0.25 -0.82 0.51
P 2.422497 0.136584 -1.008316 1.03 0.24 0.44
C 3.566256 -1.272702 -1.071318 -0.19 -0.59 0.03
C 4.296434 -1.750236 0.014416 -0.39 0.88 1.34
C 4.864264 -3.006311 -0.016761 0.52 -0.54 -0.44
C 4.831045 -3.756108 -1.200580 -0.17 0.24 0.66
C 4.248205 -3.239269 -2.345246 -0.42 0.19 -0.19
C 3.593701 -2.010149 -2.271300 -0.27 0.21 0.05
C 3.005064 1.022985 -2.444100 -0.17 0.71 -1.44
C 4.356940 0.943257 -2.862855 -0.08 -0.32 0.03
C 4.776600 1.646092 -3.998733 -0.52 -0.19 0.36
C 3.866952 2.439163 -4.702919 0.34 -0.16 -0.34
C 2.554368 2.569950 -4.262675 0.10 0.59 -0.41
C 2.142016 1.875865 -3.144569 -0.69 -0.13 0.65
H 2.816703 0.878864 1.262657 0.12 0.29 -0.10
H 3.871037 1.742228 0.102106 -0.22 -0.08 -0.01
H 1.824311 3.004229 -0.742759 0.01 0.00 -0.06
H 2.183020 3.361879 0.945883 -0.47 -0.51 -0.29
H -2.154728 3.430850 2.121879 0.38 0.18 0.29
H -2.104879 4.640991 4.325716 0.13 -0.28 -0.34
H -0.138964 4.553507 5.761289 -0.06 0.02 -0.05
H 1.892537 3.297145 5.041142 -0.57 0.00 -0.30
H 1.873727 2.123117 2.877051 0.27 -0.03 0.03
H 0.122189 4.789973 -0.610298 -0.22 -0.18 0.09
H -1.680337 6.157065 -1.497316 0.10 0.47 -0.11
H -3.969768 5.241597 -1.742622 -0.04 0.16 -0.21
H -4.444853 2.944726 -1.023587 -0.36 -0.03 -0.09
H -2.706886 1.555778 -0.025021 0.09 0.47 -0.17
H 4.422172 -1.102012 0.910968 -0.22 -0.68 -0.58
H 5.381942 -3.422096 0.845612 -0.06 0.24 -0.14
H 5.250231 -4.742767 -1.190861 0.27 -0.29 -0.15
H 4.255338 -3.808364 -3.277450 0.09 0.26 0.25
H 3.126558 -1.563615 -3.146792 0.00 -0.29 -0.03
H 5.061474 0.298407 -2.320448 -0.27 0.38 -0.38
H 5.790677 1.542574 -4.368492 -0.04 0.04 0.20
H 4.199575 2.926144 -5.629019 -0.21 -0.10 0.52
H 1.882408 3.247864 -4.801304 0.17 -0.40 0.30
H 1.125668 2.012085 -2.748552 0.22 -0.11 -0.46
C 2.415904 -1.728400 3.640678 -0.25 0.14 0.12
N 1.039162 -1.528903 4.089407 -0.63 0.48 -1.83
C 0.704999 -2.209951 5.320281 -0.20 -1.34 0.69
C 0.069632 -0.956709 3.302072 -0.64 -0.17 3.55
O 0.153577 -0.974597 2.031485 0.10 0.41 -3.29
N -1.018869 -0.443019 3.974684 1.94 -0.89 -2.19
C -0.985096 -0.013155 5.353696 0.25 0.02 0.89
C -2.262658 -0.176413 3.306236 -0.62 0.21 -0.62
H 2.643163 -2.775267 3.461640 -0.13 -0.23 -0.10
H 3.049728 -1.405769 4.457907 0.33 0.16 -0.01
H 2.630038 -1.155240 2.747393 0.00 0.18 -0.09
H 1.390410 -3.075628 5.467963 -0.35 0.64 -0.30
H -0.318474 -2.648705 5.255485 0.72 0.56 0.25
H 0.836676 -1.558478 6.181872 -0.21 -0.25 0.12
H 0.056102 0.246669 5.626951 -0.83 0.03 0.01
H -1.393587 -0.795930 6.021495 0.34 0.44 -0.21
H -1.648776 0.851732 5.447861 0.33 0.03 -0.04
H -2.342907 -0.641704 2.309973 0.17 0.08 0.54
H -2.429258 0.903578 3.205527 0.08 -0.14 -0.01
H -3.040916 -0.566481 3.953245 -0.38 -0.09 -0.13
```
Positions in Å, forces in eV/Å.

Computed properties:
- charge = +4
- orbital gap (alpha / beta) (eV) = 5.2778 / 5.2501
- relative energy (zero: lowest compared OMol25 entry of this formula, charge and spin) (kJ/mol) = 5.2

In order of appearance, electronic energy = -12390.377, -12295.720, -28090.462, -121755.412, -103703.714 eV.
In order of appearance, largest force on an atom = 0.5, 1.7, 2.0, 2.4, 3.6 eV/Å.